No. 1
{
  "formula": "C24H50BN2O5",
  "method": "ωB97M-V with the def2-TZVPD basis set",
  "homo_energy_ev": [-2.1, -2.1],
  "de_lowest_kj_mol": 30.5,
  "total_charge": -1,
  "orbital_gap_ev": [4.51, 4.38],
  "multiplicity": 3,
  "symbols": ["C", "O", "C", "C", "C", "C", "C", "B", "O", "O", "H", "H", "H", "H", "H", "H", "H", "H", "H", "H", "H", "H", "H", "H", "C", "C", "C", "C", "C", "C", "N", "O", "C", "C", "C", "H", "H", "H", "H", "H", "H", "H", "H", "H", "H", "H", "H", "H", "H", "H", "H", "H", "H", "C", "C", "C", "C", "C", "C", "N", "O", "C", "C", "C", "H", "H", "H", "H", "H", "H", "H", "H", "H", "H", "H", "H", "H", "H", "H", "H", "H", "H"],
  "xyz": [[0.1177, -4.4264, -0.5413], [-0.2782, -3.0771, -0.5917], [-0.6119, -2.5642, 0.7009], [-1.7117, -1.5187, 0.6427], [-3.0732, -2.0366, 1.0914], [-4.1205, -0.9793, 1.1647], [-5.5099, -1.4397, 1.5170], [-6.2026, -2.0361, 0.2243], [-6.5456, -3.3743, 0.1160], [-6.4998, -1.2182, -0.8336], [-0.7629, -5.0819, -0.5276], [0.7134, -4.6276, 0.3578], [0.7234, -4.6490, -1.4201], [0.2960, -2.1350, 1.1438], [-0.9160, -3.4172, 1.3243], [-1.4389, -0.6570, 1.2554], [-1.8080, -1.1333, -0.3757], [-2.9818, -2.4969, 2.0964], [-3.3849, -2.8480, 0.4134], [-3.7840, -0.0655, 1.6420], [-6.1137, -0.6227, 1.9189], [-5.4348, -2.2221, 2.2932], [-6.0062, -3.9295, 0.6805], [-6.2150, -1.5412, -1.6884], [5.1573, -1.0268, -0.0198], [4.0587, -1.1246, 1.0516], [3.0237, 0.0024, 0.9026], [3.5433, 1.3723, 1.3233], [4.1196, 1.3311, 2.7357], [5.2033, 0.2578, 2.9122], [4.6324, -1.0525, 2.4414], [3.9234, -1.6442, 3.3282], [6.4785, 0.6395, 2.1596], [5.5700, 0.1075, 4.3851], [3.3568, -2.4671, 0.8913], [6.1136, -1.3882, 0.3570], [4.8764, -1.6526, -0.8666], [5.2938, -0.0150, -0.3980], [2.1539, -0.2506, 1.5161], [2.6813, 0.0185, -0.1351], [4.2934, 1.7377, 0.6154], [2.7197, 2.0873, 1.2873], [4.5491, 2.2996, 3.0085], [3.3146, 1.1235, 3.4468], [7.2072, -0.1717, 2.1999], [6.9115, 1.5114, 2.6524], [6.3120, 0.9020, 1.1203], [4.6947, -0.0940, 4.9955], [6.0343, 1.0363, 4.7223], [6.2803, -0.7089, 4.5230], [4.0365, -3.3071, 1.0439], [2.9506, -2.5190, -0.1206], [2.5321, -2.5536, 1.5925], [-1.7302, 4.2211, -1.7028], [-1.5172, 2.7547, -1.2728], [-0.3089, 2.1517, -2.0114], [-0.6003, 1.8387, -3.4759], [-1.8528, 0.9749, -3.5877], [-3.0615, 1.5933, -2.8664], [-2.7542, 1.9452, -1.4540], [-2.5443, 0.7253, -0.7748], [-3.5882, 2.7977, -3.6599], [-4.1973, 0.5679, -2.8359], [-1.2064, 2.7698, 0.2256], [-2.7898, 4.4723, -1.6428], [-1.1842, 4.8878, -1.0304], [-1.3786, 4.4294, -2.7146], [-0.0393, 1.2218, -1.5018], [0.5450, 2.8360, -1.9245], [-0.7160, 2.7624, -4.0549], [0.2533, 1.3109, -3.9142], [-2.1090, 0.7972, -4.6393], [-1.6530, 0.0034, -3.1278], [-4.4008, 3.2731, -3.1065], [-3.9783, 2.4500, -4.6211], [-2.8312, 3.5495, -3.8705], [-3.8575, -0.3375, -2.3385], [-4.5175, 0.3454, -3.8614], [-5.0441, 0.9663, -2.2727], [-2.0618, 3.1677, 0.7778], [-0.3354, 3.4109, 0.4094], [-1.0132, 1.7591, 0.5739]]
}



No. 2
{
  "formula": "C13H39N13O26",
  "method": "ωB97M-V with the def2-TZVPD basis set",
  "homo_energy_ev": -10.7,
  "de_lowest_kj_mol": 436.7,
  "total_charge": 0,
  "orbital_gap_ev": 10.30,
  "symbols": ["C", "N", "O", "O", "H", "H", "H", "C", "N", "O", "O", "H", "H", "H", "C", "N", "O", "O", "H", "H", "H", "C", "N", "O", "O", "H", "H", "H", "C", "N", "O", "O", "H", "H", "H", "C", "N", "O", "O", "H", "H", "H", "C", "N", "O", "O", "H", "H", "H", "C", "N", "O", "O", "H", "H", "H", "C", "N", "O", "O", "H", "H", "H", "C", "N", "O", "O", "H", "H", "H", "C", "N", "O", "O", "H", "H", "H", "C", "N", "O", "O", "H", "H", "H", "C", "N", "O", "O", "H", "H", "H"],
  "xyz": [[-2.8489, 7.0505, -5.4307], [-2.7262, 8.5271, -5.1733], [-3.0675, 8.9859, -4.1344], [-2.1645, 9.1494, -6.0621], [-2.4191, 6.6935, -4.4948], [-2.1978, 6.6946, -6.2291], [-3.9243, 6.9363, -5.5671], [-7.4394, -4.2834, -0.5370], [-7.8368, -4.7245, 0.8502], [-7.2907, -5.6470, 1.4167], [-8.7542, -4.1191, 1.4004], [-7.5861, -3.2242, -0.7482], [-8.0338, -4.7887, -1.2982], [-6.4144, -4.6196, -0.6931], [0.0698, -0.3999, 0.1036], [-1.1715, 0.3435, -0.2764], [-2.2463, -0.2878, -0.2592], [-1.0953, 1.4954, -0.6859], [0.5333, -0.8294, -0.7845], [-0.0886, -1.0813, 0.9395], [0.8236, 0.3318, 0.3945], [-5.5371, 5.1144, 1.6793], [-6.2585, 4.3611, 0.5944], [-6.9883, 3.4282, 0.9291], [-6.2948, 4.8668, -0.5449], [-6.0496, 5.1233, 2.6413], [-5.4978, 6.1511, 1.3449], [-4.6173, 4.5371, 1.7726], [2.0973, 6.1635, 1.3916], [1.2894, 7.2177, 0.6259], [0.0863, 7.1941, 0.9043], [1.7920, 7.8056, -0.3225], [1.5367, 5.7000, 2.2034], [2.8849, 6.7246, 1.8945], [2.6624, 5.4869, 0.7506], [-4.8544, 0.6576, -5.6098], [-5.1946, 1.1650, -6.9581], [-6.2856, 1.6608, -7.1211], [-4.2879, 1.1802, -7.8138], [-5.7237, 0.8778, -4.9903], [-3.9803, 1.1910, -5.2362], [-4.8537, -0.4093, -5.8328], [7.9971, 3.4740, -2.7935], [7.1589, 2.2934, -2.9566], [6.2720, 2.0961, -2.1024], [7.1962, 1.7048, -4.0148], [7.4333, 4.3862, -2.9887], [8.7647, 3.4492, -3.5669], [8.4724, 3.4875, -1.8127], [1.3006, -8.7161, -1.2484], [1.1852, -7.3079, -1.6734], [0.3900, -6.6328, -1.0314], [1.9937, -6.9034, -2.4902], [2.0940, -9.1384, -1.8652], [0.3155, -9.1799, -1.2989], [1.6754, -8.6323, -0.2283], [3.4856, -5.6002, 6.8741], [2.4904, -5.6325, 5.7672], [1.9658, -4.5693, 5.5869], [2.3654, -6.6959, 5.1528], [3.7602, -6.5752, 7.2767], [2.9613, -5.1070, 7.6926], [4.3644, -5.0324, 6.5687], [5.9164, -4.3625, 0.8917], [6.7349, -3.5368, 1.7794], [6.1058, -2.7312, 2.4853], [7.9667, -3.6192, 1.8381], [6.4745, -4.4099, -0.0434], [4.9760, -3.8328, 0.7399], [5.6727, -5.3417, 1.3037], [3.7473, 1.9690, 6.2027], [4.3757, 1.7117, 7.5458], [4.3072, 2.5696, 8.4140], [4.7944, 0.5190, 7.7097], [2.9383, 1.2865, 5.9423], [4.5093, 2.0021, 5.4240], [3.3546, 2.9798, 6.3136], [2.8859, -1.9255, -6.5179], [1.7814, -1.0283, -6.1332], [1.9339, 0.1913, -6.1261], [0.6783, -1.4707, -5.9003], [3.3379, -1.4610, -7.3943], [2.4263, -2.8926, -6.7221], [3.4716, -2.0614, -5.6088], [-4.5550, -1.8045, 5.4853], [-4.5675, -0.3590, 5.5041], [-5.4554, 0.2844, 6.0646], [-3.6723, 0.2005, 4.8520], [-3.6066, -2.2851, 5.7254], [-4.7832, -1.8883, 4.4228], [-5.4380, -2.2720, 5.9209]]
}



No. 3
{
  "formula": "C18H20N7O5SW",
  "method": "ωB97M-V with the def2-TZVPD basis set",
  "homo_energy_ev": [-16.4, -16.4],
  "total_charge": 3,
  "orbital_gap_ev": [4.70, 4.71],
  "symbols": ["W", "O", "C", "O", "C", "C", "N", "N", "C", "C", "O", "O", "H", "H", "H", "C", "S", "C", "O", "H", "H", "H", "H", "H", "H", "C", "C", "N", "C", "C", "N", "C", "N", "N", "N", "C", "C", "C", "C", "C", "C", "H", "H", "H", "H", "H", "H", "H", "H", "H", "H", "H"],
  "xyz": [[0.1400, -0.2348, 0.0148], [4.0017, 4.3947, 0.2191], [4.5727, 3.2192, 0.3970], [5.7404, 3.0524, 0.5587], [3.7036, 1.9735, 0.4041], [4.2831, 0.7063, 0.6059], [3.3274, -0.2079, 0.5408], [2.1156, 0.3597, 0.3194], [2.3725, 1.7017, 0.2316], [1.1714, 2.5110, -0.0535], [1.0811, 3.6780, -0.1640], [0.0993, 1.6271, -0.1549], [3.0386, 4.3786, 0.1126], [5.3224, 0.4623, 0.7836], [3.4262, -1.2079, 0.6574], [-4.1220, 0.1115, 0.5067], [-2.9759, 0.6468, -0.7411], [-3.6194, -0.1151, -2.2016], [-1.6896, -0.2903, -0.3798], [-5.0501, 0.6550, 0.3099], [-3.7293, 0.4156, 1.4754], [-4.2730, -0.9639, 0.4250], [-4.5806, 0.3852, -2.3614], [-3.7442, -1.1966, -2.0585], [-2.9536, 0.1419, -3.0249], [0.8321, -2.6104, -2.7454], [0.5670, -2.9639, -1.3333], [0.7355, -2.1455, -0.2682], [0.3248, -2.8610, 0.8917], [-0.0758, -4.0793, 0.4811], [0.0821, -4.1215, -0.8926], [-0.6092, -5.1020, -1.7452], [-2.0060, -4.7310, -1.7637], [-2.3249, -3.4157, -1.7634], [-3.5997, -3.3011, -1.7439], [-4.1701, -4.5521, -1.7795], [-5.5154, -4.9471, -1.8055], [-5.7589, -6.2955, -1.8333], [-4.7068, -7.2418, -1.8379], [-3.3824, -6.8736, -1.8151], [-3.1424, -5.4973, -1.7807], [1.2164, -1.5958, -2.8179], [-0.0825, -2.6902, -3.3347], [1.5744, -3.2900, -3.1696], [0.4411, -2.4872, 1.8984], [-0.4326, -4.9286, 1.0418], [-0.4859, -6.0972, -1.3243], [-0.1609, -5.0821, -2.7372], [-6.3160, -4.2209, -1.8127], [-6.7779, -6.6554, -1.8594], [-4.9575, -8.2936, -1.8689], [-2.5926, -7.6119, -1.8388]]
}



No. 4
{
  "formula": "C5H12Br2NO",
  "method": "ωB97M-V with the def2-TZVPD basis set",
  "homo_energy_ev": [-12.8, -12.4],
  "de_lowest_kj_mol": 115.4,
  "total_charge": 1,
  "orbital_gap_ev": [8.59, 7.60],
  "symbols": ["C", "C", "C", "C", "C", "N", "O", "Br", "Br", "H", "H", "H", "H", "H", "H", "H", "H", "H", "H", "H", "H"],
  "xyz": [[-0.1465, 0.0959, -2.5356], [0.2142, 1.0575, 2.2604], [1.2660, -1.9700, 0.4936], [-1.7183, 0.0790, 0.0940], [-0.2996, 0.4271, -0.0615], [0.4401, 0.7269, -1.3535], [0.3281, 1.3512, 0.8797], [3.0004, -1.4633, 0.0542], [-1.9936, -1.9621, -0.2375], [-0.4288, -0.8749, -2.3421], [-1.0691, 0.4827, -2.7973], [0.4644, 0.1117, -3.4564], [0.8527, 0.1000, 2.4730], [-0.7406, 0.6079, 2.4058], [0.3918, 1.9172, 2.8809], [0.7002, -2.5669, -0.1136], [1.1642, -2.2221, 1.6164], [-2.4009, 0.5891, -0.6122], [-1.8958, 0.2444, 1.1977], [0.3756, 1.7210, -1.3817], [1.4074, 0.5191, -1.0030]]
}